C25H50ClNP2PtSSi2 | ωB97M-V/def2-TZVPD

Results
Multiplicity   5
Expectation value of S²   6.027

```
83
Properties=species:S:1:pos:R:3:mulliken_charge:R:1
Pt 1.01 -0.71 -0.30 0.522
C -2.34 1.74 0.72 -1.417
C -1.18 2.46 0.39 0.743
C -0.87 2.17 -0.97 -0.258
Si -0.18 3.29 1.72 -0.311
C -1.83 1.24 -1.46 -0.394
C -2.69 0.90 -0.37 0.567
Si -3.69 -0.64 -0.14 -0.248
H -2.79 1.70 1.70 0.459
H -0.05 2.59 -1.54 0.453
H -1.86 0.82 -2.46 0.461
Cl 3.04 -2.35 -1.09 -0.253
C -4.67 -0.47 1.44 -1.261
C -4.84 -0.86 -1.61 -1.029
C -1.19 3.43 3.27 -1.256
C 0.29 5.02 1.14 -1.054
H -5.59 -0.05 -1.57 0.399
H -5.38 -1.82 -1.56 0.336
H -4.30 -0.79 -2.57 0.301
H -4.02 -0.59 2.32 0.350
H -5.47 -1.21 1.51 0.387
H -5.13 0.53 1.50 0.372
H -0.64 5.61 1.07 0.389
H 0.76 5.03 0.14 0.329
H 0.95 5.52 1.86 0.336
H -2.19 3.81 3.06 0.363
H -0.72 4.10 4.00 0.383
H -1.30 2.45 3.75 0.354
C -2.45 -2.08 0.07 -0.932
C 1.31 2.18 2.06 -1.002
P -0.80 -2.15 -0.84 0.847
H -3.01 -3.01 -0.13 0.744
H -2.17 -2.13 1.14 0.377
P 2.10 1.19 0.67 0.543
H 0.98 1.38 2.75 0.442
H 2.08 2.78 2.59 0.837
C 3.58 0.39 1.48 0.758
C 2.74 2.63 -0.38 1.572
C -1.51 -2.24 -2.59 1.770
C -0.15 -3.83 -0.45 0.680
C 0.88 -3.88 0.67 -1.204
H 0.42 -4.05 -1.38 0.211
C -1.22 -4.88 -0.16 -1.799
H -1.69 -4.70 0.82 0.289
H -0.69 -5.84 -0.16 0.469
H -2.02 -4.96 -0.91 0.386
H 1.73 -3.21 0.41 0.192
H 1.30 -4.89 0.72 0.513
H 0.51 -3.61 1.67 0.037
H -2.09 -1.31 -2.65 -0.884
C -2.42 -3.46 -2.78 -1.953
C -0.49 -2.26 -3.73 -1.650
H -3.28 -3.49 -2.11 0.361
H -1.85 -4.39 -2.68 0.375
H -2.82 -3.43 -3.80 0.504
H 0.02 -1.31 -3.88 0.336
H -1.03 -2.46 -4.66 0.496
H 0.25 -3.06 -3.61 0.283
H 1.82 3.18 -0.62 -0.567
C 3.44 2.21 -1.67 -1.605
C 3.70 3.53 0.40 -1.855
H 3.27 4.00 1.29 0.342
H 4.02 4.34 -0.27 0.488
H 4.59 2.96 0.69 0.367
H 2.78 1.78 -2.41 0.325
H 4.25 1.50 -1.46 0.278
H 3.89 3.10 -2.13 0.501
C 3.29 -1.00 2.04 -1.477
C 4.16 1.24 2.62 -1.781
H 4.28 0.32 0.63 0.285
H 3.48 1.21 3.48 0.299
H 4.41 2.28 2.41 0.353
H 5.10 0.73 2.88 0.495
H 2.54 -1.03 2.84 0.148
H 4.24 -1.42 2.40 0.537
H 2.99 -1.70 1.24 0.432
C 1.66 -0.42 -2.23 -1.916
H 1.03 0.39 -2.70 0.277
H 2.71 -0.08 -2.27 0.683
H 1.62 -1.35 -2.84 0.655
S -0.17 -1.98 3.99 -0.401
C -0.06 -1.18 2.62 0.219
N 0.03 -0.53 1.60 -0.701
```

=====

C25H50F3N2O9PS2Si | ωB97M-V/def2-TZVPD

Results
SMILES string   CCN(CC)C(=S)SCCC[Si@@](CCCCCCOC(C)=O)(P(N)O)C(F)(F)F.CCOC(=O)OC.CCOC(=O)OC

```
93
Properties=species:S:1:pos:R:3:mulliken_charge:R:1
C 8.18 3.56 0.06 -1.301
C 8.50 2.20 -0.57 -0.679
N 7.95 1.05 0.17 -0.001
C 8.96 0.00 0.43 -0.956
C 9.18 -0.96 -0.73 -0.934
C 6.69 0.59 -0.09 0.199
S 6.08 -0.78 0.57 -0.244
S 5.64 1.38 -1.31 -0.227
C 5.17 3.02 -0.66 -0.447
C 3.74 3.34 -1.13 -0.561
C 2.87 4.00 -0.03 -1.027
Si 1.46 2.96 0.65 -0.249
C 0.14 3.99 1.48 -0.759
C -0.67 3.16 2.51 -0.651
C -2.16 3.54 2.59 -0.968
C -3.10 2.43 2.07 -0.451
C -4.01 2.88 0.92 -0.948
C -4.24 1.77 -0.09 -0.381
O -4.86 0.65 0.57 -0.365
C -4.33 -0.56 0.31 0.936
C -4.65 -1.56 1.38 -1.202
O -3.70 -0.79 -0.69 -0.607
P 0.58 1.69 -1.04 -0.038
N -0.32 2.93 -1.88 -0.636
O -0.66 0.99 -0.20 -0.224
C 2.26 1.80 1.98 0.777
F 1.63 0.61 2.15 -0.248
F 3.55 1.51 1.68 -0.189
F 2.29 2.39 3.21 -0.291
H 7.50 3.44 0.90 0.352
H 9.09 4.01 0.47 0.373
H 7.76 4.28 -0.65 0.240
H 8.21 2.16 -1.62 0.471
H 9.58 2.08 -0.54 0.580
H 8.68 -0.54 1.34 0.444
H 9.89 0.51 0.66 0.517
H 8.46 -1.77 -0.73 0.301
H 9.15 -0.44 -1.69 0.276
H 10.17 -1.41 -0.63 0.361
H 5.24 3.01 0.43 0.295
H 5.86 3.76 -1.05 0.384
H 3.79 4.01 -1.98 0.323
H 3.27 2.42 -1.51 0.346
H 3.50 4.24 0.84 0.518
H 2.44 4.94 -0.39 0.564
H 0.56 4.90 1.93 0.510
H -0.55 4.30 0.68 0.348
H -0.62 2.11 2.20 0.252
H -0.19 3.21 3.49 0.398
H -2.34 4.46 2.02 0.527
H -2.41 3.79 3.62 0.414
H -3.73 2.07 2.88 0.326
H -2.50 1.59 1.72 0.257
H -4.97 3.24 1.31 0.335
H -3.54 3.70 0.36 0.469
H -4.86 2.10 -0.92 0.470
H -3.28 1.45 -0.50 0.169
H -5.58 -2.07 1.11 0.305
H -3.86 -2.30 1.40 0.348
H -4.78 -1.08 2.34 0.333
H -1.10 3.26 -1.33 0.206
H 0.27 3.75 -2.07 0.347
H -1.19 0.43 -0.80 0.268
C -5.24 -0.32 -3.51 -0.278
C -5.13 -1.81 -3.71 -0.274
O -5.67 -2.24 -4.98 -0.360
C -4.89 -2.02 -6.03 0.746
O -3.79 -1.53 -6.02 -0.558
O -5.54 -2.43 -7.12 -0.350
C -4.83 -2.22 -8.35 -0.628
H -6.27 0.01 -3.64 0.332
H -4.90 -0.08 -2.51 -0.351
H -4.62 0.22 -4.23 0.322
H -5.74 -2.34 -2.97 0.324
H -4.10 -2.15 -3.62 0.318
H -3.84 -2.65 -8.30 0.297
H -4.75 -1.15 -8.55 0.292
H -5.42 -2.70 -9.12 0.217
C -2.43 -6.68 1.39 -1.066
C -3.62 -7.28 2.11 -0.193
O -3.32 -7.58 3.48 -0.346
C -3.30 -6.54 4.31 0.797
O -3.54 -5.40 4.02 -0.553
O -2.98 -6.98 5.53 -0.341
C -2.87 -5.95 6.52 -0.624
H -1.57 -7.35 1.47 0.300
H -2.67 -6.55 0.33 0.350
H -2.16 -5.72 1.81 0.291
H -3.90 -8.23 1.67 0.282
H -4.48 -6.61 2.07 0.304
H -3.78 -5.36 6.55 0.292
H -2.02 -5.30 6.30 0.293
H -2.72 -6.47 7.46 0.216
```

=====

C25H50N16O7PS2 | ωB97M-V/def2-TZVPD

Results
Charge   -1

```
101
Properties=species:S:1:pos:R:3:mulliken_charge:R:1
C -2.28 1.32 -1.80 0.505
P -3.97 0.62 -2.24 -0.168
C -3.88 0.83 -4.05 -0.735
N -3.95 -1.02 -2.05 -0.611
C -3.70 -1.39 -0.68 -1.039
C -2.22 -1.75 -0.46 0.967
C -1.74 -1.66 0.99 -0.768
S -0.39 -0.44 1.23 -0.238
C 1.01 -1.10 0.34 0.186
S 2.27 -1.65 1.21 -0.281
N 1.00 -1.03 -1.09 1.088
C 0.68 -2.28 -1.76 -0.161
C -0.17 -2.19 -2.86 0.216
C -0.52 -3.33 -3.57 -0.656
C -0.02 -4.57 -3.18 -0.532
C 0.84 -4.66 -2.09 -0.846
C 1.20 -3.51 -1.38 -0.284
C 2.13 -0.32 -1.64 -1.019
C 1.95 1.03 -1.94 -0.007
C 3.00 1.79 -2.47 -0.293
C 4.24 1.17 -2.70 -0.853
C 4.40 -0.18 -2.42 -0.807
C 3.36 -0.93 -1.90 0.049
H -2.32 2.41 -1.79 0.421
H -2.02 0.99 -0.80 -0.750
H -1.46 1.01 -2.47 -0.170
H -4.69 0.23 -4.47 0.431
H -4.04 1.87 -4.32 0.089
H -2.94 0.47 -4.48 0.168
H -4.30 -2.28 -0.43 0.364
H -3.96 -0.58 0.04 0.462
H -1.66 -1.05 -1.05 -0.913
H -2.02 -2.75 -0.85 0.325
H -1.36 -2.61 1.37 0.341
H -2.52 -1.28 1.64 0.531
H -0.59 -1.23 -3.14 0.039
H -1.19 -3.24 -4.41 0.432
H -0.31 -5.46 -3.73 0.384
H 1.23 -5.62 -1.80 0.399
H 1.86 -3.60 -0.53 0.300
H 0.98 1.47 -1.76 0.582
H 2.85 2.83 -2.71 0.564
H 5.04 1.76 -3.11 0.418
H 5.36 -0.64 -2.61 0.379
H 3.49 -1.99 -1.69 0.460
C 1.89 -5.40 3.39 0.638
O 1.16 -5.27 2.43 -0.595
N 1.63 -6.31 4.39 -0.417
N 3.02 -4.65 3.56 -0.289
H 2.21 -6.42 5.20 0.156
H 0.81 -6.87 4.30 0.220
H 3.22 -3.97 2.86 0.135
H 3.63 -4.74 4.35 0.165
C -2.04 4.19 1.04 0.691
O -1.41 4.49 0.04 -0.665
N -2.88 5.09 1.65 -0.432
N -1.95 2.97 1.64 -0.215
H -3.43 4.86 2.46 0.139
H -2.99 5.99 1.22 0.246
H -1.36 2.28 1.21 0.027
H -2.45 2.74 2.48 0.155
C -6.21 4.34 -3.78 0.628
O -6.59 4.07 -2.65 -0.614
N -7.06 4.34 -4.86 -0.409
N -4.90 4.61 -4.07 -0.283
H -6.76 4.54 -5.80 0.156
H -8.02 4.11 -4.69 0.208
H -4.25 4.55 -3.31 0.135
H -4.56 4.78 -4.99 0.165
C 3.10 -1.49 5.87 0.646
O 3.01 -2.04 6.96 -0.764
N 2.18 -1.65 4.89 -0.174
N 4.15 -0.67 5.56 -0.378
H 2.27 -1.21 3.98 0.064
H 1.39 -2.24 5.07 0.146
H 4.85 -0.53 6.27 0.203
H 4.24 -0.21 4.68 0.159
C 2.46 -4.97 9.81 0.558
O 1.75 -5.72 10.46 -0.673
N 1.98 -4.13 8.86 -0.275
N 3.82 -4.92 9.98 -0.343
H 2.56 -3.52 8.31 0.277
H 0.99 -4.13 8.69 0.184
H 4.22 -5.52 10.67 0.199
H 4.41 -4.31 9.45 0.170
C -1.19 3.30 -5.51 0.556
O -2.26 3.86 -5.67 -0.648
N -0.67 3.00 -4.29 -0.043
N -0.41 2.92 -6.58 -0.392
H 0.22 2.56 -4.16 0.108
H -1.21 3.24 -3.48 0.047
H -0.76 3.11 -7.50 0.211
H 0.47 2.44 -6.48 0.145
C 2.81 5.20 -0.77 0.531
O 3.78 4.77 -1.37 -0.654
N 1.75 4.40 -0.46 -0.143
N 2.69 6.51 -0.40 -0.383
H 0.90 4.73 -0.03 0.170
H 1.79 3.44 -0.75 0.199
H 3.45 7.12 -0.62 0.221
H 1.88 6.88 0.08 0.159
```

=====

C25H50N16O7PS2 | ωB97M-V/def2-TZVPD

Results
Charge   -1

```
101
Properties=species:S:1:pos:R:3:mulliken_charge:R:1
C -2.36 1.41 -1.48 0.498
P -2.83 1.36 -3.30 -0.165
C -2.96 3.16 -3.66 -0.766
N -1.55 0.85 -4.20 -0.620
C -1.16 -0.48 -3.80 -1.066
C 0.04 -0.41 -2.82 1.129
C 0.23 -1.67 -1.96 -0.808
S 0.12 -1.30 -0.16 -0.249
C 1.51 -0.24 0.23 0.233
S 2.73 -0.87 1.08 -0.288
N 1.38 1.13 -0.16 1.239
C 2.15 1.49 -1.34 -0.304
C 1.50 2.31 -2.26 0.436
C 2.14 2.73 -3.41 -0.662
C 3.45 2.33 -3.67 -0.532
C 4.10 1.51 -2.74 -0.855
C 3.45 1.10 -1.58 -0.309
C 1.49 2.05 0.95 -0.949
C 0.27 2.43 1.52 -0.047
C 0.22 3.29 2.61 -0.306
C 1.41 3.78 3.13 -0.862
C 2.62 3.41 2.55 -0.783
C 2.68 2.55 1.46 -0.093
H -3.24 1.59 -0.87 0.552
H -1.96 0.45 -1.20 -0.736
H -1.60 2.17 -1.22 -0.307
H -2.97 3.26 -4.74 0.430
H -3.89 3.56 -3.25 0.110
H -2.10 3.73 -3.29 0.164
H -0.82 -1.04 -4.68 0.375
H -1.98 -1.04 -3.30 0.481
H -0.16 0.43 -2.18 -1.118
H 0.96 -0.20 -3.36 0.393
H 1.21 -2.12 -2.10 0.333
H -0.56 -2.40 -2.12 0.537
H 0.47 2.61 -2.09 -0.120
H 1.62 3.36 -4.12 0.429
H 3.93 2.64 -4.58 0.396
H 5.11 1.21 -2.95 0.388
H 3.99 0.47 -0.89 0.318
H -0.64 2.03 1.09 0.600
H -0.75 3.57 3.00 0.629
H 1.36 4.45 3.97 0.435
H 3.53 3.80 2.96 0.369
H 3.62 2.27 1.01 0.486
C 5.45 -3.68 -0.84 0.642
O 4.87 -2.92 -1.58 -0.596
N 6.02 -4.85 -1.28 -0.415
N 5.58 -3.45 0.50 -0.294
H 6.50 -5.50 -0.68 0.155
H 5.94 -5.06 -2.26 0.220
H 5.17 -2.61 0.87 0.137
H 6.05 -4.07 1.13 0.163
C -4.52 -0.56 1.34 0.702
O -4.33 0.61 1.63 -0.634
N -5.75 -1.15 1.46 -0.443
N -3.53 -1.37 0.87 -0.217
H -5.92 -2.11 1.21 0.134
H -6.50 -0.58 1.79 0.246
H -2.61 -0.97 0.75 0.026
H -3.67 -2.34 0.65 0.155
C -7.27 3.01 -3.33 0.639
O -7.17 1.81 -3.44 -0.602
N -7.83 3.80 -4.31 -0.413
N -6.80 3.69 -2.25 -0.295
H -7.89 4.79 -4.25 0.153
H -8.16 3.33 -5.14 0.209
H -6.33 3.16 -1.54 0.153
H -6.83 4.69 -2.16 0.145
C 3.22 -5.12 3.17 0.643
O 3.61 -6.28 3.09 -0.757
N 2.75 -4.42 2.11 -0.177
N 3.25 -4.42 4.35 -0.376
H 2.44 -3.46 2.17 0.066
H 2.70 -4.89 1.22 0.145
H 3.60 -4.91 5.16 0.204
H 2.94 -3.48 4.44 0.160
C 5.51 -9.70 1.71 0.557
O 5.62 -10.62 0.92 -0.671
N 4.56 -8.73 1.61 -0.274
N 6.36 -9.56 2.78 -0.343
H 4.48 -7.97 2.26 0.271
H 3.91 -8.80 0.85 0.183
H 7.08 -10.24 2.89 0.200
H 6.29 -8.80 3.44 0.170
C -3.16 5.56 -0.57 0.558
O -4.25 5.58 -1.12 -0.654
N -2.64 4.45 0.02 -0.037
N -2.36 6.68 -0.50 -0.392
H -1.75 4.44 0.48 0.104
H -3.18 3.60 -0.02 0.048
H -2.70 7.52 -0.92 0.209
H -1.46 6.68 -0.06 0.146
C -2.50 1.91 5.02 0.580
O -1.64 2.74 5.26 -0.651
N -2.49 1.16 3.88 -0.142
N -3.56 1.68 5.86 -0.395
H -3.21 0.50 3.64 0.105
H -1.74 1.31 3.23 0.158
H -3.61 2.22 6.70 0.221
H -4.28 1.01 5.66 0.155
```

=====

C25H51BNO10S | ωB97M-V/def2-TZVPD

Results
Multiplicity   2
Expectation value of S²   0.754

```
89
Properties=species:S:1:pos:R:3:mulliken_charge:R:1
C 2.37 1.48 -1.12 -1.877
C 1.96 1.46 0.35 1.151
C 2.73 0.34 1.06 -1.462
C 0.47 1.14 0.49 -1.372
C -0.48 2.37 0.53 2.200
C -1.66 2.12 -0.44 -1.102
S -2.78 0.88 0.13 1.135
O -3.60 1.41 1.18 -0.636
O -3.47 0.40 -1.03 -0.719
B -0.99 2.64 2.02 0.921
O -1.75 3.76 2.24 -0.789
O -0.67 1.78 3.06 -0.527
C 0.18 3.68 0.05 -3.514
C 1.59 3.97 0.60 1.862
C 2.39 4.75 -0.43 -1.827
C 1.47 4.86 1.87 -1.505
N 2.28 2.73 1.04 1.352
O 3.51 2.92 1.31 -0.733
H 1.78 2.18 -1.71 0.298
H 3.43 1.68 -1.25 0.378
H 2.15 0.49 -1.53 0.406
H 3.80 0.45 0.91 0.408
H 2.47 0.36 2.11 0.472
H 2.44 -0.60 0.59 0.123
H 0.33 0.54 1.38 0.245
H 0.21 0.51 -0.37 0.311
H -2.24 3.03 -0.58 0.710
H -1.26 1.74 -1.38 0.298
H -2.05 -0.16 0.58 0.121
H -1.55 4.20 3.07 0.320
H -0.07 2.12 3.72 0.215
H -0.47 4.50 0.33 0.715
H 0.22 3.68 -1.04 0.383
H 3.41 4.92 -0.09 0.412
H 2.42 4.25 -1.39 0.328
H 1.90 5.72 -0.57 0.430
H 0.62 5.52 1.81 0.281
H 2.38 5.45 1.97 0.462
H 1.43 4.24 2.76 0.219
C -0.52 -0.99 -5.26 -0.951
C -1.05 -0.89 -3.85 0.921
O -0.44 -0.30 -2.98 -0.445
C -2.36 -1.58 -3.58 -1.091
H 0.43 -0.47 -5.34 0.320
H -0.38 -2.05 -5.49 -0.017
H -1.23 -0.56 -5.97 0.376
H -2.27 -2.64 -3.80 0.245
H -3.15 -1.15 -4.19 0.466
H -2.61 -1.44 -2.53 0.239
C -1.17 -4.87 -7.67 -1.260
C -0.75 -4.94 -6.22 0.818
O -1.20 -4.18 -5.40 -0.480
C 0.25 -6.01 -5.85 -0.927
H -1.88 -4.07 -7.81 0.310
H -0.30 -4.69 -8.30 0.335
H -1.62 -5.82 -7.98 0.373
H 1.17 -5.87 -6.41 0.329
H -0.15 -7.00 -6.08 0.350
H 0.46 -5.95 -4.78 0.148
C 1.79 -3.57 -0.96 -0.662
C 0.77 -4.29 -1.81 0.673
O 1.10 -5.11 -2.63 -0.555
C -0.68 -3.92 -1.58 -0.494
H 2.79 -3.91 -1.22 0.372
H 1.72 -2.49 -1.14 -0.141
H 1.60 -3.75 0.10 0.362
H -0.81 -2.85 -1.77 -0.269
H -0.96 -4.13 -0.55 0.446
H -1.31 -4.49 -2.25 0.191
C 4.08 0.21 6.37 -1.280
C 3.50 1.07 5.28 0.796
O 2.90 0.59 4.34 -0.489
C 3.70 2.56 5.39 -0.803
H 3.87 -0.83 6.17 0.305
H 5.16 0.36 6.43 0.353
H 3.64 0.49 7.33 0.348
H 4.77 2.79 5.42 0.347
H 3.25 2.93 6.32 0.358
H 3.25 3.06 4.54 0.003
C -6.25 -0.98 4.65 -1.104
C -4.75 -1.15 4.67 0.657
O -4.22 -2.05 5.28 -0.564
C -3.95 -0.13 3.89 -0.658
H -6.71 -1.77 5.25 0.318
H -6.52 -0.01 5.06 0.314
H -6.62 -1.04 3.63 0.301
H -4.14 0.87 4.28 0.320
H -4.23 -0.15 2.84 0.156
H -2.89 -0.36 3.98 0.247
```

=====

Number 1: DFT total energy -89160.736 eV. Number 2: DFT total energy -95134.527 eV. Number 3: DFT total energy -95876.675 eV. Number 4: DFT total energy -95876.342 eV. Number 5: DFT total energy -60229.010 eV.